C31H49F3O17SY as an isolated structure. Source: the Open Molecules 2025 dataset; level of theory: ωB97M-V/def2-TZVPD.

XYZ file:
```
102
C31H49F3O17SY, DFT ωB97M-V/def2-TZVPD
Y 0.556 -0.367 4.754
C -1.645 3.705 4.587
C -1.985 2.292 4.139
O -1.154 1.234 4.581
H -2.428 4.376 4.233
H -0.649 4.001 4.258
H -1.524 3.831 5.663
H -1.936 2.341 3.051
H -3.054 2.099 4.226
C -0.733 0.797 0.560
F -0.946 0.714 -0.758
F -0.637 2.043 0.888
F -1.761 0.226 1.165
S 0.951 -0.054 1.043
O 2.006 0.768 0.452
O 1.022 -0.042 2.508
O 0.880 -1.406 0.497
C -3.342 1.517 -4.005
C -3.248 1.049 -5.415
C -2.089 0.072 -5.350
O -2.295 -0.587 -4.133
C -3.061 0.232 -3.246
H -4.302 1.976 -3.771
H -2.547 2.216 -3.746
H -3.044 1.917 -6.042
H -4.084 0.480 -5.822
H -1.180 0.673 -5.336
H -2.080 -0.744 -6.072
H -2.544 0.654 -2.384
H -3.929 -0.347 -2.931
O 1.902 1.586 4.447
C 2.246 2.719 4.123
O 2.937 3.515 4.900
C 3.184 4.822 4.298
C 2.975 4.540 2.815
C 2.006 3.364 2.805
H 4.125 5.283 4.600
H 2.388 5.400 4.768
H 3.888 4.197 2.329
H 2.698 5.407 2.214
H 2.111 2.716 1.935
H 1.012 3.801 2.902
O -4.342 -2.735 -0.619
C -3.195 -3.137 -0.782
O -2.978 -4.336 -1.246
C -1.596 -4.505 -1.677
C -1.074 -3.088 -1.644
C -1.901 -2.320 -0.679
H -1.502 -5.000 -2.643
H -0.952 -5.039 -0.979
H -1.037 -2.669 -2.649
H -0.030 -3.036 -1.333
H -1.971 -1.312 -1.090
H -1.476 -2.322 0.325
O 5.788 -6.025 0.223
C 5.269 -4.945 0.159
O 5.138 -4.340 -1.056
C 4.260 -3.166 -1.075
C 3.664 -3.172 0.341
C 4.552 -4.098 1.182
H 3.417 -3.280 -1.756
H 4.770 -2.235 -1.325
H 2.642 -3.544 0.272
H 3.562 -2.185 0.794
H 3.946 -4.743 1.818
H 5.308 -3.619 1.804
O -0.477 -2.056 3.432
C -0.694 -3.089 2.777
O -1.851 -3.558 2.728
C -1.920 -4.908 2.264
C -0.491 -5.368 2.273
C 0.323 -4.054 2.198
H -2.285 -4.903 1.237
H -2.527 -5.542 2.910
H -0.243 -5.978 1.405
H -0.234 -5.916 3.180
H 0.642 -3.688 1.222
H 1.147 -4.180 2.901
O -0.762 4.076 -2.461
C -1.340 4.217 -1.353
O -2.588 3.703 -1.216
C -3.115 3.921 0.110
C -2.090 4.911 0.725
C -0.855 5.008 -0.154
H -3.026 2.956 0.609
H -4.139 4.295 0.107
H -1.934 4.535 1.737
H -2.643 5.848 0.786
H -0.019 4.402 0.192
H -0.411 5.977 -0.382
O 2.448 0.385 -6.151
C 1.994 0.277 -5.028
O 1.189 1.248 -4.466
C 0.878 0.943 -3.107
C 1.879 -0.112 -2.688
C 2.262 -0.793 -3.972
H -0.183 0.705 -3.041
H 1.092 1.856 -2.553
H 1.399 -0.863 -2.061
H 2.739 0.343 -2.197
H 1.586 -1.636 -4.117
H 3.298 -1.129 -3.945
```

Multiplicity: 2
Charge: +2
Kohn-Sham gap (spin up / spin down), hartree: 0.2447 / 0.1319
Maximum force, eV Å⁻¹: 6.7

Löwdin population analysis, charges in e, atoms 1 to 2:
1. Y 1.94
2. C -0.08